{
  "formula": "CH3OPS",
  "method": "ωB97M-V/def2-TZVPD",
  "species": ["C", "O", "P", "S", "H", "H", "H"],
  "coordinates": [[1.371, -0.443, -0.085], [-1.364, -0.147, -0.248], [-0.016, 0.683, -0.142], [-2.962, -0.087, 0.199], [0.911, -1.366, -0.347], [2.348, -0.112, -0.486], [-0.287, 1.471, 1.110]],
  "orbital_gap_ev": [8.2, 5.9],
  "de_lowest_ev": 3.991,
  "fmax_ev_per_a": 2.595,
  "e_homo_ev": [-9.09, -8.02],
  "charge": 0,
  "total_energy_ha": -854.52656
}



{
  "formula": "C22H33N2PdS",
  "method": "ωB97M-V/def2-TZVPD",
  "species": ["C", "C", "C", "C", "C", "Pd", "C", "C", "H", "C", "H", "H", "C", "H", "H", "H", "C", "H", "H", "H", "C", "H", "H", "H", "C", "H", "H", "H", "C", "H", "H", "H", "C", "H", "H", "H", "C", "H", "H", "H", "C", "C", "C", "C", "H", "C", "H", "C", "H", "H", "H", "N", "C", "N", "S", "H", "H", "H", "H"],
  "coordinates": [[1.783, 2.324, 0.278], [0.545, 2.865, 0.620], [-0.314, 2.841, -0.521], [0.409, 2.301, -1.638], [1.724, 1.914, -1.121], [0.490, 0.153, -1.073], [-1.017, -2.857, -0.345], [0.391, -2.568, 0.198], [0.638, -3.116, 1.119], [1.306, -1.802, -0.562], [1.323, -2.101, -1.609], [2.270, -1.552, -0.121], [-1.566, -4.230, 0.134], [-1.583, -4.302, 1.222], [-2.577, -4.346, -0.237], [-1.005, -5.083, -0.204], [-1.154, -2.828, -1.903], [-0.731, -1.934, -2.339], [-0.726, -3.719, -2.305], [-2.255, -2.802, -2.045], [0.159, 3.299, 1.987], [0.361, 2.510, 2.723], [0.726, 4.191, 2.279], [-0.908, 3.556, 2.029], [-1.709, 3.359, -0.512], [-2.355, 2.700, 0.102], [-1.777, 4.385, -0.084], [-2.113, 3.380, -1.543], [0.044, 2.362, -3.072], [-1.036, 2.358, -3.176], [0.439, 3.260, -3.544], [0.452, 1.490, -3.571], [2.897, 1.591, -1.971], [2.573, 0.953, -2.814], [3.402, 2.490, -2.382], [3.640, 1.016, -1.388], [2.930, 2.201, 1.181], [3.798, 1.798, 0.667], [3.205, 3.169, 1.607], [2.655, 1.538, 2.000], [-1.459, -0.444, -0.477], [-1.923, -1.829, -0.037], [-2.592, 0.378, -1.067], [-3.237, -2.051, 0.283], [-1.371, -0.431, 0.608], [-3.900, -0.020, -0.880], [-2.398, 1.211, -1.790], [-4.220, -1.115, -0.063], [-3.399, -2.953, 0.816], [-4.739, 0.495, -1.423], [-5.263, -1.342, 0.279], [1.845, -2.252, 4.003], [2.048, -1.364, 2.994], [3.331, -1.285, 2.559], [0.763, -0.500, 2.328], [2.615, -2.483, 4.625], [0.930, -2.241, 4.417], [3.581, -0.677, 1.792], [4.053, -1.862, 2.969]],
  "s_squared": 6.08,
  "orbital_gap_ev": [5.7, 5.6],
  "de_lowest_ev": 0.904,
  "fmax_ev_per_a": 4.098,
  "spin_multiplicity": 5,
  "e_homo_ev": [-8.48, -10.88],
  "charge": 1,
  "total_energy_ha": -1493.18841
}



{
  "formula": "C43H33CaN8OSSe",
  "method": "ωB97M-V/def2-TZVPD",
  "species": ["Ca", "C", "C", "C", "C", "C", "N", "C", "N", "C", "C", "C", "C", "C", "C", "C", "C", "N", "C", "N", "C", "N", "C", "N", "C", "N", "C", "C", "C", "C", "C", "C", "C", "C", "C", "C", "C", "C", "N", "C", "C", "H", "H", "H", "H", "H", "H", "H", "H", "H", "H", "H", "H", "H", "H", "H", "H", "C", "C", "C", "C", "C", "C", "Se", "C", "C", "C", "H", "H", "H", "H", "H", "H", "H", "H", "H", "H", "H", "C", "S", "C", "O", "H", "H", "H", "H", "H", "H"],
  "coordinates": [[-0.048, 0.663, 0.526], [1.107, -4.212, 5.135], [2.328, -3.548, 5.334], [2.651, -2.415, 4.609], [1.721, -1.935, 3.694], [1.752, -0.840, 2.728], [0.563, -0.815, 2.078], [-0.187, -1.888, 2.423], [-1.213, -2.413, 1.748], [-1.678, -2.047, 0.566], [-2.239, -3.026, -0.366], [-2.488, -4.385, -0.247], [-2.910, -5.063, -1.378], [-3.059, -4.405, -2.605], [-2.779, -3.056, -2.729], [-2.372, -2.375, -1.591], [-1.902, -1.011, -1.377], [-1.777, -0.125, -2.391], [-0.801, 0.753, -2.492], [0.253, 0.914, -1.662], [1.141, 1.792, -2.195], [2.330, 2.117, -1.741], [2.858, 1.634, -0.592], [2.212, 1.034, 0.420], [3.091, 0.601, 1.368], [2.862, -0.165, 2.428], [4.427, 1.042, 0.965], [5.678, 0.890, 1.547], [6.772, 1.413, 0.877], [6.625, 2.062, -0.357], [5.379, 2.200, -0.946], [4.281, 1.690, -0.266], [0.588, 2.301, -3.468], [1.065, 3.205, -4.400], [0.283, 3.456, -5.520], [-0.938, 2.805, -5.706], [-1.407, 1.887, -4.775], [-0.632, 1.654, -3.653], [-1.633, -0.824, -0.071], [0.498, -2.597, 3.500], [0.188, -3.752, 4.210], [0.891, -5.108, 5.704], [3.032, -3.941, 6.056], [3.603, -1.916, 4.733], [-2.317, -4.894, 0.693], [-3.094, -6.129, -1.325], [-3.360, -4.973, -3.477], [-2.835, -2.548, -3.684], [5.784, 0.372, 2.491], [7.761, 1.312, 1.307], [7.502, 2.452, -0.859], [5.253, 2.682, -1.906], [2.020, 3.693, -4.253], [0.628, 4.161, -6.266], [-1.522, 3.013, -6.594], [-2.343, 1.362, -4.915], [-0.742, -4.274, 4.027], [-0.352, -7.627, -3.558], [0.080, -6.316, -2.952], [0.394, -6.207, -1.605], [0.761, -4.996, -1.025], [1.056, -4.947, 0.446], [0.834, -3.832, -1.815], [1.358, -2.156, -1.063], [0.518, -3.934, -3.183], [0.556, -2.725, -4.074], [0.152, -5.163, -3.722], [-0.262, -8.440, -2.836], [0.255, -7.886, -4.430], [-1.394, -7.590, -3.889], [0.344, -7.092, -0.975], [1.033, -5.949, 0.881], [0.325, -4.320, 0.963], [2.030, -4.487, 0.631], [-0.194, -1.992, -3.763], [0.364, -3.007, -5.112], [1.522, -2.222, -4.001], [-0.094, -5.217, -4.781], [-3.627, 2.236, -0.009], [-2.847, 2.657, 1.546], [-3.300, 1.168, 2.434], [-1.367, 2.545, 1.292], [-4.709, 2.208, 0.123], [-3.242, 1.270, -0.339], [-3.355, 3.015, -0.720], [-4.379, 1.153, 2.583], [-2.790, 1.202, 3.395], [-2.974, 0.303, 1.852]],
  "orbital_gap_ev": [4.5, 4.5],
  "de_lowest_ev": 2.137,
  "fmax_ev_per_a": 1.211,
  "e_homo_ev": [-3.22, -3.22],
  "charge": -1,
  "total_energy_ha": -5649.17291
}



{
  "formula": "C4H8NOS",
  "method": "ωB97M-V/def2-TZVPD",
  "species": ["C", "O", "C", "C", "S", "N", "C", "H", "H", "H", "H", "H", "H", "H", "H"],
  "coordinates": [[2.192, 1.410, 0.101], [0.678, 1.282, 0.248], [-0.139, 0.260, 0.344], [-1.564, -0.032, 0.212], [-3.055, 0.677, 0.325], [-1.250, -1.423, -0.204], [0.195, -1.185, 0.057], [2.346, 2.228, 0.833], [2.726, 0.445, 0.392], [2.464, 1.749, -0.806], [-2.850, 1.370, -0.780], [-1.500, -1.706, -1.139], [-1.696, -2.113, 0.403], [0.878, -1.178, -0.847], [0.573, -1.783, 0.861]],
  "orbital_gap_ev": 9.6,
  "de_lowest_ev": 2.732,
  "fmax_ev_per_a": 5.675,
  "e_homo_ev": -12.99,
  "charge": 1,
  "smiles": "COC1=C(S)[NH2+]C1",
  "total_energy_ha": -685.02633
}



{
  "formula": "C24H31B11Br6GeO6STl",
  "method": "ωB97M-V/def2-TZVPD",
  "species": ["Tl", "C", "O", "C", "C", "O", "C", "H", "H", "H", "H", "H", "H", "H", "H", "H", "H", "Br", "B", "B", "C", "B", "B", "B", "B", "B", "Br", "B", "Br", "B", "Br", "B", "Br", "B", "Br", "H", "H", "H", "H", "H", "H", "O", "S", "O", "O", "O", "C", "Ge", "C", "C", "C", "C", "C", "C", "C", "C", "C", "C", "C", "C", "C", "C", "C", "C", "C", "C", "H", "H", "H", "H", "H", "H", "H", "H", "H", "H", "H", "H", "H", "H", "H"],
  "coordinates": [[-0.147, -0.191, -0.336], [0.231, 3.742, -0.386], [-0.764, 2.733, -0.382], [-1.536, 2.712, -1.571], [-0.737, 2.306, -2.805], [0.166, 1.261, -2.480], [0.672, 0.632, -3.656], [-0.214, 4.714, -0.627], [1.029, 3.516, -1.100], [0.653, 3.785, 0.615], [-1.973, 3.705, -1.742], [-2.331, 1.993, -1.400], [-0.167, 3.147, -3.222], [-1.444, 1.950, -3.561], [-0.141, 0.130, -4.182], [1.418, -0.095, -3.345], [1.149, 1.382, -4.296], [1.455, 0.882, 2.362], [1.332, -1.567, 4.649], [0.835, -1.459, 6.346], [-0.857, -1.561, 6.290], [0.010, -2.578, 5.242], [-1.535, -1.834, 4.762], [-1.663, -0.256, 5.568], [-0.194, -0.021, 6.544], [1.202, 0.023, 5.460], [2.781, 1.110, 5.827], [-0.354, 0.772, 4.975], [-0.540, 2.707, 4.802], [-1.186, -0.353, 3.867], [-2.267, 0.288, 2.376], [-0.149, -1.804, 3.657], [-0.196, -2.862, 2.024], [0.577, -0.202, 3.816], [3.064, -2.269, 4.112], [1.440, -1.877, 7.268], [-1.344, -2.030, 7.130], [0.063, -3.741, 5.429], [-2.489, -2.513, 4.630], [-2.703, 0.119, 5.976], [-0.263, 0.512, 7.594], [-2.350, -0.464, -3.344], [-2.080, -1.232, -2.145], [-2.937, -2.363, -1.919], [-0.606, -1.617, -2.057], [-2.168, -0.260, -0.912], [1.669, 0.172, 0.603], [3.146, -0.990, 0.160], [4.757, -0.667, 1.220], [4.965, 0.483, 1.979], [6.142, 0.668, 2.690], [7.143, -0.291, 2.642], [6.966, -1.428, 1.867], [5.785, -1.610, 1.161], [3.564, -0.409, -1.673], [3.568, 0.957, -1.958], [3.924, 1.424, -3.215], [4.270, 0.525, -4.216], [4.265, -0.837, -3.950], [3.920, -1.298, -2.684], [2.746, -2.906, 0.047], [1.839, -3.305, -0.935], [1.376, -4.612, -0.998], [1.839, -5.552, -0.089], [2.758, -5.177, 0.882], [3.201, -3.863, 0.952], [4.201, 1.248, 2.032], [6.273, 1.561, 3.289], [8.059, -0.151, 3.203], [7.747, -2.177, 1.812], [5.665, -2.501, 0.555], [3.268, 1.658, -1.187], [3.921, 2.488, -3.419], [4.537, 0.884, -5.202], [4.527, -1.543, -4.728], [3.916, -2.365, -2.490], [1.450, -2.595, -1.656], [0.641, -4.880, -1.747], [1.475, -6.571, -0.127], [3.114, -5.903, 1.603], [3.883, -3.582, 1.744]],
  "orbital_gap_ev": 7.7,
  "de_lowest_ev": 0.000,
  "fmax_ev_per_a": 0.217,
  "e_homo_ev": -5.67,
  "charge": -1,
  "total_energy_ha": -19750.04884
}



{
  "formula": "C3H14N5",
  "method": "ωB97M-V/def2-TZVPD",
  "species": ["C", "C", "C", "N", "N", "N", "N", "N", "H", "H", "H", "H", "H", "H", "H", "H", "H", "H", "H", "H", "H", "H"],
  "coordinates": [[-4.287, 0.052, 0.018], [0.344, 0.500, -0.005], [3.291, -0.338, -0.198], [-0.036, 1.661, 0.360], [-0.456, -0.398, -0.550], [4.049, 0.673, -0.606], [3.839, -1.289, 0.524], [-3.084, -0.808, 0.110], [-4.206, 0.951, 0.548], [-4.411, 0.283, -1.008], [-5.293, -0.293, 0.429], [1.437, 0.102, 0.074], [0.535, 2.301, 0.897], [-0.810, 1.937, -0.221], [-0.131, -1.305, -0.963], [-1.506, -0.482, -0.445], [3.573, 1.487, -1.090], [5.092, 0.699, -0.652], [4.810, -1.291, 0.803], [3.229, -1.935, 0.955], [-3.279, -1.779, -0.067], [-2.700, -0.725, 1.090]],
  "orbital_gap_ev": 9.2,
  "de_lowest_ev": 2.559,
  "fmax_ev_per_a": 5.503,
  "e_homo_ev": -11.76,
  "charge": 1,
  "total_energy_ha": -396.20247
}